ORCA calculation (ωB97M-V/def2-TZVPD) on a 3-piece molecular cluster, C15H30BNO5Si overall in a non-equilibrium geometry.

The value obtained for the HOMO-LUMO gap is 8.5545 eV. The value obtained for the LUMO energy is 0.4 eV. As for the spin multiplicity: 1. The net charge is 0. As for the structure (SMILES): Cc1cccc(C[Si@@H](CCC(=O)O)B(N)O)c1.CCO.CCO. The HOMO energy is -8.18 eV.

Last column: Löwdin charge in e.
Element x y z (Å)
C -0.762 -0.429 2.923  -0.099
C -0.375 -0.814 1.423  -0.213
C -0.414 -2.236 0.815  -0.044
C 0.032 -2.521 -0.667  -0.056
C 0.511 -1.366 -1.614  -0.039
C 0.520 0.078 -0.994  -0.239
C 0.942 1.335 -1.880  -0.270
Si -0.697 2.077 -2.609  0.704
C -2.230 1.795 -1.479  -0.282
C -2.813 0.293 -1.498  -0.154
C -4.331 0.169 -1.966  -0.383
O -4.578 -0.398 -3.071  0.044
O -5.402 0.657 -1.131  0.014
B -0.531 4.045 -2.798  -0.565
N 0.242 4.804 -1.759  0.073
O -1.213 4.625 -3.932  0.025
C 0.087 0.358 0.474  -0.018
H 0.171 0.038 3.416  0.084
H -1.149 -1.312 3.546  0.064
H -1.572 0.395 2.976  0.083
H -0.774 -3.106 1.456  0.086
H -0.004 -3.582 -1.103  0.085
H 0.831 -1.561 -2.702  0.105
H 1.513 2.101 -1.243  0.083
H 1.658 1.021 -2.731  0.066
H -0.892 1.424 -3.908  -0.003
H -3.061 2.487 -1.899  0.088
H -1.936 2.116 -0.424  0.077
H -2.778 -0.084 -0.403  0.123
H -2.155 -0.423 -2.122  0.110
H -5.716 1.469 -1.593  0.114
H 1.243 4.711 -1.993  0.071
H 0.117 4.299 -0.856  0.059
H -1.986 4.022 -4.079  0.081
H 0.093 1.432 0.890  0.107
C 4.868 -1.371 -3.995  -0.092
C 4.134 -0.214 -3.345  -0.327
O 3.538 -0.633 -2.123  -0.101
H 4.181 -2.199 -4.189  0.077
H 5.325 -1.063 -4.938  0.075
H 5.650 -1.754 -3.332  0.073
H 3.340 0.151 -4.001  0.103
H 4.818 0.615 -3.137  0.110
H 4.247 -0.946 -1.546  0.091
C 0.287 -1.771 7.486  -0.096
C -0.964 -2.468 6.988  -0.322
O -0.799 -2.864 5.631  -0.099
H 0.506 -0.893 6.874  0.074
H 0.171 -1.457 8.526  0.074
H 1.154 -2.435 7.414  0.073
H -1.823 -1.795 7.041  0.113
H -1.183 -3.356 7.589  0.107
H -0.044 -3.465 5.593  0.085



ORCA calculation (ωB97M-V/def2-TZVPD) on C15H30BrNOP2W as an isolated structure in a non-equilibrium geometry.

The value obtained for the HOMO-LUMO gap is 3.4976 eV. The value obtained for the LUMO energy is -9.9 eV. As for the spin multiplicity: 1. The net charge is +2. The HOMO energy is -13.40 eV. The calculation puts the energy above the lowest of the compared OMol25 structures with the same formula, charge and spin at 66.80 kcal per mole.

Last column: Löwdin charge in e.
Element x y z (Å)
W -0.611 -0.918 -0.356  0.619
P 1.655 -0.322 -0.699  0.594
P -1.717 0.566 1.088  0.598
N -1.360 -0.632 -1.921  -0.207
H 2.122 0.673 3.518  0.188
C 2.741 -1.755 -0.482  -0.260
H 3.764 -1.484 -0.779  0.069
H 2.411 -2.591 -1.110  0.062
H 2.751 -2.094 0.559  0.010
C 2.476 1.061 0.125  -0.251
H 3.538 1.076 -0.162  0.066
H 2.419 0.981 1.224  0.011
H 2.019 2.010 -0.179  0.062
C 1.735 0.060 -2.476  -0.246
H 2.787 0.103 -2.788  0.067
H 1.261 1.026 -2.684  0.054
H 1.224 -0.707 -3.072  0.056
C -3.023 -0.392 1.923  -0.266
H -3.697 0.300 2.451  0.065
H -2.581 -1.089 2.647  0.041
H -3.610 -0.971 1.198  0.061
C -0.920 1.531 2.395  -0.241
H -1.548 1.526 3.300  0.062
H -0.776 2.572 2.072  0.064
H 0.059 1.102 2.648  0.000
C -2.601 1.771 0.054  -0.243
H -3.501 2.116 0.585  0.069
H -2.898 1.327 -0.902  0.031
H -1.950 2.633 -0.146  0.058
C -1.824 -0.290 -3.165  -0.378
C -2.596 -0.971 -5.349  -0.056
C -2.244 -1.306 -4.050  -0.020
C -1.800 1.064 -3.581  -0.046
C -2.161 1.382 -4.882  -0.064
C -2.557 0.370 -5.768  -0.047
H -2.908 -1.756 -6.036  0.117
H -2.244 -2.333 -3.676  0.119
H -1.465 1.820 -2.861  0.104
H -2.137 2.424 -5.202  0.116
H -2.846 0.627 -6.788  0.118
C 2.525 -0.172 4.130  -0.402
O 3.159 0.961 4.025  0.286
C 2.892 -1.346 3.269  0.043
H 3.321 -2.116 3.924  0.144
H 3.631 -1.079 2.507  0.107
H 2.017 -1.795 2.782  0.097
C 1.590 -0.420 5.270  0.055
H 0.892 -1.233 5.037  0.119
H 1.027 0.490 5.516  0.124
H 2.167 -0.718 6.160  0.148
Br -0.605 -3.081 0.711  0.123



ORCA calculation (ωB97M-V/def2-TZVPD) on a 4-piece molecular cluster, C15H30BrO14PS3 overall in a non-equilibrium geometry.

The value obtained for the HOMO-LUMO gap is 8.8365 eV. The value obtained for the LUMO energy is 0.2 eV. As for the spin multiplicity: 1. The net charge is 0. As for the structure (SMILES): C#C[C@]1(Br)OC(=O)O[C@@]1(C)P(O)O.CCOS(C)(=O)=O.CCOS(C)(=O)=O.CCOS(C)(=O)=O. The HOMO energy is -8.60 eV.

Last column: Löwdin charge in e.
Element x y z (Å)
C 4.522 -1.403 0.123  0.168
C 3.458 -1.428 -0.419  -0.102
C 2.357 -1.685 -1.351  -0.719
Br 3.130 -2.597 -2.965  0.861
O 1.714 -0.560 -1.899  -0.013
C 0.670 -1.141 -2.651  -0.592
O 0.208 -0.704 -3.629  0.214
O 0.271 -2.275 -2.002  -0.004
C 1.148 -2.487 -0.857  -0.519
C 0.313 -1.846 0.317  -0.029
P 1.363 -4.299 -0.275  0.912
O 2.956 -4.710 -0.214  -0.280
O 0.700 -5.272 -1.436  -0.260
H 5.463 -1.055 0.499  0.057
H -0.713 -1.682 -0.026  0.102
H 0.256 -2.582 1.134  0.042
H 0.806 -0.944 0.699  0.075
H 3.248 -5.125 -1.043  0.052
H -0.260 -5.172 -1.448  0.060
C 4.635 5.222 0.426  -0.077
C 3.198 5.408 -0.022  -0.260
O 2.589 4.169 -0.417  -0.258
S 2.149 3.145 0.729  0.583
C 1.194 2.071 -0.285  -0.111
O 1.286 3.826 1.650  -0.281
O 3.309 2.440 1.186  -0.284
H 4.691 4.640 1.345  0.069
H 5.106 6.189 0.611  0.080
H 5.208 4.687 -0.333  0.084
H 2.601 5.891 0.755  0.114
H 3.171 6.055 -0.898  0.120
H 0.333 2.617 -0.665  0.037
H 0.868 1.237 0.332  0.062
H 1.815 1.709 -1.098  0.071
C -0.544 -5.879 4.932  -0.074
C -1.325 -6.758 3.975  -0.252
O -2.606 -6.193 3.641  -0.262
S -2.643 -4.967 2.621  0.563
C -4.383 -4.966 2.338  -0.121
O -1.967 -5.346 1.418  -0.293
O -2.296 -3.768 3.320  -0.276
H -0.260 -4.937 4.463  0.070
H 0.368 -6.382 5.255  0.082
H -1.145 -5.635 5.809  0.085
H -0.753 -6.960 3.067  0.116
H -1.529 -7.718 4.447  0.121
H -4.661 -5.891 1.839  0.075
H -4.611 -4.112 1.703  0.077
H -4.895 -4.867 3.292  0.075
C -2.971 5.421 -4.665  -0.074
C -2.175 5.895 -3.464  -0.254
O -2.741 5.437 -2.223  -0.260
S -2.531 3.908 -1.818  0.585
C -3.079 4.042 -0.148  -0.114
O -1.128 3.615 -1.830  -0.282
O -3.464 3.102 -2.540  -0.267
H -2.913 4.338 -4.776  0.071
H -2.588 5.873 -5.580  0.082
H -4.025 5.679 -4.554  0.085
H -1.129 5.590 -3.537  0.116
H -2.191 6.983 -3.424  0.121
H -2.393 4.684 0.400  0.077
H -3.079 3.040 0.277  0.078
H -4.087 4.450 -0.141  0.075



ORCA calculation (ωB97M-V/def2-TZVPD) on C15H30CeClNO5P2 as an isolated structure in a non-equilibrium geometry.

The value obtained for the HOMO-LUMO gap (alpha / beta) is 6.2123 / 6.2117 eV. The value obtained for the LUMO energy (alpha / beta) is -0.4 / -0.4 eV. As for the spin multiplicity: 1. The net charge is 0. The HOMO energy (alpha / beta) is -6.58 / -6.58 eV. The calculation puts the energy above the lowest of the compared OMol25 structures with the same formula, charge and spin at 0.00 kcal per mole.

Last column: Löwdin charge in e.
Element x y z (Å)
Ce -0.234 0.119 -0.045  0.790
P -1.665 1.811 -1.667  0.669
P 1.388 -1.471 1.737  0.703
N 0.168 -1.339 -1.539  -0.227
H 1.439 1.173 -0.214  -0.048
C -0.681 3.081 -2.432  -0.226
H -1.487 3.558 -3.003  0.048
H 0.090 2.590 -3.052  0.074
H -0.219 3.709 -1.652  0.049
C -2.954 2.398 -0.586  -0.234
H -3.484 3.031 -1.299  0.050
H -2.555 2.936 0.284  0.041
H -3.559 1.554 -0.226  0.073
C -2.312 0.634 -2.846  -0.240
H -2.970 1.309 -3.401  0.047
H -2.865 -0.186 -2.363  0.068
H -1.515 0.199 -3.463  0.063
C 3.128 -1.108 1.706  -0.174
H 3.540 -1.842 2.403  0.068
H 3.156 -0.086 2.108  0.028
H 3.521 -1.190 0.685  0.076
C 0.602 -1.745 3.342  -0.160
H 1.310 -2.367 3.927  0.077
H -0.462 -2.068 3.208  0.082
H 0.550 -0.747 3.802  0.010
C 1.192 -3.244 0.970  -0.139
H 1.767 -3.876 1.692  0.067
H 1.629 -3.307 -0.046  0.051
H 0.128 -3.561 0.950  0.053
C 0.056 -2.229 -2.531  -0.450
C 0.922 -3.100 -4.609  -0.109
C 0.988 -2.135 -3.618  -0.059
C -0.973 -3.232 -2.448  -0.068
C -1.020 -4.189 -3.450  -0.114
C -0.076 -4.096 -4.497  -0.128
H 1.648 -3.033 -5.423  0.098
H 1.697 -1.297 -3.539  0.106
H -1.642 -3.175 -1.573  0.097
H -1.784 -4.969 -3.382  0.098
H -0.117 -4.841 -5.277  0.079
C -0.617 2.634 2.162  -0.402
O -1.170 1.589 1.620  -0.184
C 0.178 3.530 1.296  -0.042
H 0.785 4.253 1.850  0.097
H -0.512 4.021 0.586  0.091
H 0.906 2.947 0.712  0.049
C -0.967 2.923 3.545  -0.032
H -0.165 3.314 4.145  0.072
H -1.445 2.058 3.996  0.094
H -1.632 3.799 3.616  0.113
O 1.729 2.601 3.088  -0.535
Cl 2.087 1.449 4.124  1.053
O 2.947 0.116 3.849  -0.558
O 0.621 1.089 5.145  -0.506
O 0.913 0.009 1.632  -0.601



ORCA calculation (ωB97M-V/def2-TZVPD) on C15H30ClNO5OsP2 as an isolated structure in a non-equilibrium geometry.

The value obtained for the HOMO-LUMO gap (alpha / beta) is 6.1316 / 6.0549 eV. The value obtained for the LUMO energy (alpha / beta) is -0.8 / -1.3 eV. As for the spin multiplicity: 5. The net charge is 0. The HOMO energy (alpha / beta) is -6.97 / -7.36 eV.

Last column: Löwdin charge in e.
Element x y z (Å)
Os -0.136 -0.060 0.109  1.091
P -1.232 -1.737 -1.331  0.674
P 1.023 1.577 1.602  0.740
N 1.076 0.323 -1.285  -0.162
H -1.088 -1.475 0.424  -0.022
C -2.087 -0.985 -2.715  -0.232
H -2.539 -1.802 -3.293  0.060
H -1.368 -0.443 -3.344  0.059
H -2.867 -0.295 -2.374  0.028
C -2.377 -2.895 -0.525  -0.245
H -2.844 -3.511 -1.299  0.055
H -3.130 -2.335 0.036  0.047
H -1.812 -3.494 0.199  0.069
C 0.070 -2.772 -2.075  -0.222
H -0.438 -3.622 -2.553  0.057
H 0.758 -3.127 -1.295  0.058
H 0.625 -2.191 -2.827  0.051
C 0.824 3.325 1.105  -0.254
H 1.431 3.991 1.739  0.057
H -0.241 3.585 1.185  0.029
H 1.134 3.432 0.055  0.049
C 0.587 1.557 3.355  -0.241
H 1.392 1.994 3.959  0.056
H 0.401 0.525 3.671  0.026
H -0.332 2.128 3.511  0.041
C 2.856 1.334 1.580  -0.242
H 3.346 1.987 2.325  0.052
H 3.258 1.557 0.579  0.042
H 3.070 0.281 1.819  0.045
C 2.286 -0.035 -1.798  -0.438
C 3.839 0.279 -3.601  -0.082
C 2.645 0.606 -2.992  -0.044
C 3.138 -0.998 -1.219  -0.050
C 4.332 -1.303 -1.841  -0.087
C 4.700 -0.678 -3.031  -0.074
H 4.111 0.749 -4.486  0.078
H 1.975 1.353 -3.407  0.108
H 2.848 -1.497 -0.277  0.104
H 4.981 -2.014 -1.412  0.091
H 5.643 -0.918 -3.521  0.103
C -2.722 1.997 0.674  -0.339
O -1.533 1.745 0.205  -0.247
C -3.888 1.726 -0.259  -0.005
H -4.656 1.166 0.290  0.092
H -3.502 1.102 -1.061  0.046
H -4.372 2.617 -0.724  0.106
C -2.984 1.835 2.163  0.001
H -2.723 2.678 2.817  0.094
H -2.401 0.963 2.485  0.073
H -4.036 1.570 2.295  0.085
O -1.993 -3.248 4.656  -0.517
Cl -1.626 -2.248 3.614  0.772
O -2.757 -2.112 2.632  -0.569
O -1.396 -0.909 4.252  -0.550
O 0.729 -1.274 1.207  -0.516